No. 1
163
Properties=species:S:1:pos:R:3:lowdin_charge:R:1 method="wB97M-V/def2-TZVPD" de_lowest_kj_mol=426.3 charge=+2 fmax_ev_per_a=9.1 mol_weight_da=1009.357 homo_lumo_gap_ev=1.0
Al -3.010 4.806 -2.607 0.953
N 0.160 1.348 -1.209 -0.197
S 0.722 0.098 -1.804 0.420
O 0.035 -1.156 -1.563 -0.224
O 2.148 0.000 -2.067 -0.224
F 0.201 0.555 -3.277 -0.223
S 1.080 1.189 0.268 0.603
O 2.369 1.821 0.286 -0.238
O 0.896 -0.018 1.069 -0.256
F 0.162 2.277 1.044 -0.211
C -1.519 6.619 9.123 -0.051
C -1.774 5.879 7.786 -0.390
C -0.868 4.614 7.556 -0.193
O 0.456 5.021 7.451 -0.191
C 1.428 3.999 7.375 -0.095
N -3.194 5.628 7.601 0.068
H -0.557 7.131 9.149 0.081
H -1.574 5.983 10.007 0.083
H -2.231 7.439 9.219 0.073
H -1.625 6.692 7.076 0.135
H -1.124 4.007 6.688 0.125
H -0.887 3.925 8.401 0.122
H 1.358 3.230 8.145 0.091
H 2.354 4.570 7.435 0.093
H 1.506 3.554 6.383 0.086
H -3.417 4.800 8.134 0.082
H -3.627 6.426 8.045 0.074
C 0.686 -2.303 8.220 -0.065
C 1.822 -3.146 8.835 -0.384
C 1.643 -3.272 10.413 -0.168
O 1.837 -1.978 10.983 -0.186
C 1.438 -1.819 12.362 -0.067
N 1.719 -4.425 8.135 0.071
H 0.733 -2.351 7.132 0.079
H 0.713 -1.284 8.607 0.076
H -0.252 -2.727 8.579 0.077
H 2.751 -2.628 8.598 0.141
H 2.320 -3.962 10.916 0.124
H 0.658 -3.625 10.716 0.118
H 2.053 -2.430 13.023 0.090
H 0.439 -2.226 12.518 0.084
H 1.437 -0.764 12.638 0.093
H 2.409 -5.011 8.582 0.081
H 0.828 -4.876 8.284 0.086
C 12.416 -1.735 -3.948 -0.051
C 11.980 -0.814 -2.826 -0.416
C 10.825 -1.402 -1.930 -0.167
O 9.712 -1.651 -2.760 -0.169
C 8.650 -2.403 -2.206 -0.090
N 13.117 -0.462 -2.001 0.095
H 12.684 -2.735 -3.606 0.083
H 13.201 -1.401 -4.626 0.091
H 11.487 -1.991 -4.458 0.078
H 11.572 0.091 -3.276 0.144
H 10.503 -0.697 -1.164 0.134
H 11.144 -2.376 -1.558 0.128
H 7.893 -2.637 -2.956 0.094
H 8.110 -1.926 -1.388 0.089
H 8.996 -3.327 -1.743 0.089
H 13.416 -1.368 -1.672 0.086
H 12.758 -0.019 -1.168 0.083
C 1.213 8.108 2.395 -0.058
C -0.282 8.182 2.049 -0.433
C -0.863 9.477 2.625 -0.189
O -2.289 9.429 2.491 -0.194
C -2.968 10.397 3.181 -0.151
N -0.442 8.162 0.601 0.030
H 1.376 8.357 3.443 0.076
H 1.827 8.753 1.767 0.080
H 1.535 7.074 2.268 0.077
H -0.795 7.315 2.465 0.136
H -0.439 10.389 2.204 0.138
H -0.675 9.415 3.697 0.120
H -2.725 11.377 2.771 0.088
H -2.749 10.497 4.244 0.087
H -4.051 10.302 3.103 0.090
H -1.215 8.793 0.443 0.053
H 0.279 8.732 0.181 0.062
C -7.841 4.460 1.145 -0.078
C -6.619 4.936 1.902 -0.421
C -5.784 3.766 2.398 -0.185
O -5.228 3.026 1.259 -0.206
C -4.730 1.748 1.687 -0.104
N -5.872 5.848 0.974 0.031
H -8.503 3.889 1.797 0.081
H -7.747 3.888 0.222 0.080
H -8.459 5.320 0.887 0.073
H -6.973 5.509 2.759 0.136
H -6.359 3.158 3.097 0.126
H -4.993 4.260 2.962 0.119
H -4.070 1.875 2.545 0.086
H -4.284 1.179 0.871 0.083
H -5.582 1.148 2.007 0.082
H -5.188 6.442 1.421 0.060
H -6.513 6.587 0.724 0.059
C -0.465 5.051 -9.243 -0.096
C -0.575 4.812 -7.779 -0.432
C 0.705 5.407 -7.023 -0.173
O 0.702 5.261 -5.612 -0.197
C 1.971 5.173 -5.041 -0.126
N -1.838 5.371 -7.313 0.031
H -1.225 4.533 -9.829 0.082
H 0.503 4.758 -9.651 0.082
H -0.615 6.069 -9.601 0.084
H -0.623 3.736 -7.610 0.134
H 0.788 6.464 -7.273 0.125
H 1.592 4.959 -7.472 0.119
H 2.006 5.085 -3.955 0.086
H 2.627 5.980 -5.369 0.092
H 2.388 4.210 -5.334 0.088
H -1.699 6.331 -7.596 0.071
H -2.631 4.914 -7.739 0.072
C -0.646 -1.755 -11.919 -0.050
C -0.242 -2.946 -11.042 -0.426
C -1.244 -3.207 -9.901 -0.173
O -0.644 -4.224 -9.065 -0.180
C -1.294 -4.353 -7.802 -0.097
N -0.151 -4.106 -11.934 0.094
H 0.032 -1.714 -12.771 0.081
H -0.528 -0.891 -11.264 0.077
H -1.676 -1.817 -12.269 0.088
H 0.758 -2.876 -10.614 0.145
H -2.086 -3.752 -10.329 0.132
H -1.608 -2.262 -9.498 0.129
H -2.375 -4.430 -7.919 0.085
H -1.173 -3.454 -7.198 0.087
H -0.958 -5.217 -7.228 0.090
H -0.135 -4.914 -11.328 0.081
H 0.790 -3.973 -12.276 0.089
C -5.714 -10.884 -0.599 -0.061
C -6.760 -10.031 -1.321 -0.386
C -6.087 -8.877 -2.091 -0.203
O -5.648 -7.826 -1.237 -0.153
C -4.797 -6.842 -1.842 -0.090
N -7.371 -10.910 -2.348 0.068
H -4.940 -11.276 -1.260 0.085
H -6.149 -11.711 -0.039 0.076
H -5.212 -10.312 0.181 0.077
H -7.525 -9.600 -0.675 0.146
H -6.663 -8.595 -2.972 0.122
H -5.219 -9.225 -2.651 0.125
H -4.513 -6.008 -1.200 0.087
H -5.298 -6.313 -2.652 0.084
H -3.883 -7.260 -2.264 0.086
H -8.010 -10.291 -2.826 0.073
H -7.931 -11.653 -1.955 0.086
C 1.176 -8.023 2.059 -0.047
C 1.585 -6.719 1.324 -0.420
C 1.490 -6.959 -0.167 -0.186
O 2.381 -7.920 -0.732 -0.147
C 2.652 -7.693 -2.114 -0.086
N 0.647 -5.732 1.805 0.078
H 0.335 -8.521 1.575 0.084
H 0.911 -7.858 3.103 0.075
H 2.000 -8.737 2.059 0.081
H 2.574 -6.387 1.640 0.154
H 1.700 -6.000 -0.641 0.126
H 0.514 -7.354 -0.450 0.144
H 1.754 -7.419 -2.667 0.090
H 3.131 -8.515 -2.646 0.094
H 3.354 -6.868 -2.229 0.091
H 0.974 -5.564 2.746 0.090
H 0.949 -4.896 1.326 0.084


No. 2
156
Properties=species:S:1:pos:R:3:lowdin_charge:R:1 method="wB97M-V/def2-TZVPD" de_lowest_kj_mol=285.5 charge=0 fmax_ev_per_a=3.5 mol_weight_da=854.223 homo_lumo_gap_ev=8.5 smiles=COC[C@H](C)N.COC[C@H](C)N.COC[C@H](C)N.COC[C@H](C)N.COC[C@H](C)N.COC[C@H](C)N.COCCNCCOC.OCCO.OCCO.OCCO
C 5.397 0.615 2.533 -0.116
O 4.482 1.288 3.368 -0.168
C 3.132 1.281 2.914 -0.211
C 2.197 2.110 3.833 -0.178
N 1.359 1.281 4.747 -0.050
C 0.347 2.103 5.522 -0.157
C -0.892 1.332 6.109 -0.210
O -1.727 0.802 5.136 -0.238
C -2.815 0.068 5.611 -0.104
H 5.331 0.835 1.467 0.050
H 5.208 -0.458 2.552 0.084
H 6.445 0.775 2.784 0.093
H 2.676 0.307 2.740 0.111
H 3.149 1.697 1.907 0.093
H 1.651 2.797 3.185 0.096
H 2.841 2.781 4.401 0.113
H 0.983 0.397 4.433 0.030
H -0.042 2.902 4.890 0.090
H 0.962 2.514 6.323 0.110
H -1.428 2.051 6.728 0.121
H -0.501 0.549 6.759 0.116
H -2.609 -0.694 6.363 0.097
H -3.280 -0.452 4.773 0.063
H -3.622 0.724 5.938 0.094
C -3.749 -0.194 -1.987 -0.242
C -4.115 -1.142 -3.154 -0.216
O -3.830 -0.510 -4.389 -0.061
O -2.368 -0.139 -1.806 -0.105
H -4.149 -0.656 -1.084 0.100
H -4.252 0.766 -2.103 0.132
H -5.130 -1.528 -3.063 0.121
H -3.479 -2.019 -3.034 0.103
H -3.034 0.026 -4.370 0.039
H -2.046 0.616 -2.304 0.030
C -3.536 -4.276 1.145 -0.255
C -2.668 -3.260 0.441 -0.210
O -1.253 -3.538 0.554 -0.084
O -3.599 -5.583 0.590 -0.046
H -4.570 -3.935 1.182 0.109
H -3.198 -4.288 2.182 0.100
H -2.861 -2.245 0.788 0.094
H -2.925 -3.269 -0.618 0.119
H -0.831 -2.842 0.045 0.002
H -4.299 -6.047 1.055 0.085
C 0.343 -0.549 0.323 -0.244
C 1.102 0.743 -0.231 -0.172
O 0.200 1.609 -0.857 -0.107
O -0.133 -1.467 -0.533 -0.050
H -0.437 -0.295 1.042 0.087
H 1.006 -1.099 0.991 0.117
H 1.880 0.487 -0.951 0.113
H 1.600 1.163 0.642 0.087
H -0.522 1.640 -0.226 0.017
H -0.745 -1.036 -1.135 0.078
C 0.885 -2.243 5.463 -0.041
C 0.243 -2.347 4.059 -0.359
C -1.074 -3.251 4.043 -0.166
O -0.701 -4.626 4.277 -0.196
C -0.298 -5.288 3.056 -0.084
N -0.211 -1.006 3.712 0.047
H 1.397 -3.162 5.750 0.079
H 0.207 -1.973 6.273 0.072
H 1.615 -1.433 5.475 0.066
H 0.953 -2.730 3.326 0.127
H -1.776 -3.160 3.214 0.086
H -1.623 -2.982 4.945 0.112
H -1.196 -5.470 2.465 0.066
H 0.014 -6.287 3.361 0.087
H 0.445 -4.761 2.457 0.080
H -0.874 -0.740 4.425 0.041
H -0.659 -1.046 2.808 0.043
C -2.066 2.638 2.544 -0.044
C -2.574 1.415 1.831 -0.424
C -4.095 1.313 1.848 -0.162
O -4.578 0.053 1.369 -0.175
C -4.585 -0.977 2.357 -0.101
N -2.212 1.664 0.486 0.051
H -1.064 2.370 2.878 0.068
H -2.714 2.933 3.369 0.083
H -1.902 3.552 1.972 0.079
H -2.106 0.531 2.263 0.118
H -4.460 2.066 1.149 0.132
H -4.517 1.483 2.839 0.122
H -5.192 -0.841 3.252 0.097
H -3.583 -1.305 2.632 0.059
H -4.835 -1.887 1.811 0.069
H -2.829 2.370 0.111 0.099
H -2.657 0.915 -0.024 0.057
C -0.218 -4.265 -2.966 -0.063
C 0.394 -5.702 -2.945 -0.425
C 1.775 -5.836 -2.251 -0.152
O 2.519 -7.063 -2.627 -0.192
C 3.849 -7.164 -2.057 -0.108
N -0.661 -6.550 -2.450 0.041
H 0.400 -3.695 -3.659 0.073
H -0.193 -3.899 -1.940 0.057
H -1.241 -4.252 -3.343 0.073
H 0.615 -5.764 -4.010 0.128
H 1.717 -5.752 -1.166 0.116
H 2.354 -4.941 -2.480 0.109
H 4.381 -6.284 -2.421 0.071
H 4.434 -8.013 -2.410 0.081
H 3.933 -7.145 -0.971 0.077
H -0.781 -6.244 -1.496 0.067
H -1.529 -6.301 -2.904 0.063
C -0.289 5.352 -1.191 -0.052
C -1.537 5.914 -1.834 -0.440
C -1.488 7.404 -2.111 -0.198
O -2.641 8.005 -2.678 -0.193
C -3.679 8.270 -1.798 -0.126
N -1.858 5.112 -3.014 0.049
H 0.422 4.999 -1.938 0.084
H -0.502 4.556 -0.477 0.066
H 0.242 6.096 -0.599 0.076
H -2.318 5.741 -1.093 0.133
H -0.845 7.618 -2.965 0.133
H -1.173 7.980 -1.240 0.125
H -3.266 8.693 -0.882 0.086
H -4.277 7.372 -1.640 0.087
H -4.295 9.097 -2.151 0.089
H -2.803 5.355 -3.275 0.085
H -1.270 5.527 -3.722 0.086
C 6.182 2.054 -0.980 -0.060
C 6.909 0.662 -1.022 -0.416
C 6.344 -0.252 -2.175 -0.180
O 4.952 -0.560 -2.082 -0.185
C 4.548 -1.530 -1.132 -0.104
N 8.297 0.985 -1.239 0.017
H 5.133 1.929 -0.713 0.056
H 6.339 2.489 -1.967 0.081
H 6.507 2.662 -0.135 0.071
H 6.799 0.035 -0.137 0.115
H 6.945 -1.145 -2.348 0.120
H 6.457 0.262 -3.130 0.119
H 4.953 -1.434 -0.124 0.074
H 4.838 -2.543 -1.412 0.079
H 3.462 -1.621 -1.103 0.078
H 8.453 1.720 -1.915 0.068
H 8.575 1.511 -0.422 0.067
C 0.283 0.562 -4.273 -0.027
C -0.468 1.899 -4.459 -0.422
C -1.349 1.905 -5.746 -0.150
O -0.683 1.527 -6.979 -0.190
C 0.479 2.240 -7.438 -0.099
N -1.273 2.152 -3.294 0.055
H -0.355 -0.311 -4.139 0.079
H 0.762 0.644 -3.297 0.061
H 1.078 0.424 -5.006 0.076
H 0.316 2.637 -4.631 0.127
H -1.838 2.874 -5.842 0.117
H -2.114 1.142 -5.603 0.103
H 0.831 1.821 -8.381 0.083
H 1.321 1.972 -6.800 0.069
H 0.360 3.317 -7.555 0.085
H -1.508 3.134 -3.313 0.031
H -0.725 2.089 -2.448 0.039